No. 1
95
Properties=species:S:1:pos:R:3:lowdin_charge:R:1 method="wB97M-V/def2-TZVPD" homo_lumo_gap_ha="0.298 / 0.292" lumo_ev="-0.7 / -0.9" max_force_ev_per_a=4.405 homo_ev="-8.8 / -8.8" multiplicity=4
V -1.6172 -2.6282 0.9324 1.094
C -4.4216 -5.8346 -0.6644 -0.681
F -4.7166 -6.7151 0.2835 0.149
F -3.2434 -6.1164 -1.1894 0.152
F -5.3753 -5.8765 -1.5625 0.171
S -4.3871 -4.0966 0.1400 0.676
O -5.6263 -3.4756 -0.2368 -0.251
O -4.1260 -4.2909 1.5388 -0.304
N -3.0253 -3.3004 -0.5133 -0.402
S -3.4606 -2.7014 -1.9090 0.616
O -4.0444 -3.7666 -2.7014 -0.277
O -4.1555 -1.4341 -1.9518 -0.261
C -1.7729 -2.3308 -2.7187 -0.667
F -1.8960 -1.5446 -3.7615 0.178
F -0.9088 -1.8410 -1.8499 0.107
F -1.3477 -3.5210 -3.1568 0.124
C -0.0624 1.1988 1.2422 0.010
C -0.5448 -0.2095 1.0788 -0.680
O -0.0924 -1.1695 1.7517 -0.103
O -1.5668 -0.4471 0.3608 -0.088
H 0.9781 1.2984 0.9143 0.079
H 0.0731 1.4553 2.2970 0.082
H -0.7577 1.8814 0.7709 0.064
C 0.9341 -4.2829 -0.4144 -0.262
O 0.0560 -3.5164 -0.0356 -0.086
N 2.2196 -4.1768 -0.1053 -0.150
C 3.1964 -5.0614 -0.6839 -0.036
C 2.6557 -3.0637 0.7328 0.007
H 0.7123 -5.1228 -1.0810 0.162
H 2.8505 -5.8758 -1.3175 0.101
H 3.8736 -5.4209 0.0898 0.096
H 3.8181 -4.5150 -1.4065 0.083
H 2.9561 -2.2366 0.0876 0.074
H 1.8880 -2.7433 1.4294 0.079
H 3.5509 -3.3884 1.2646 0.100
C 6.0762 1.2548 1.6192 -0.346
O 6.7233 1.4463 2.6269 0.019
N 4.7328 1.1196 1.5798 -0.180
C 4.0725 0.8875 0.2950 -0.065
C 3.8830 1.3159 2.7209 -0.047
H 6.4995 1.1405 0.6083 0.133
H 4.7443 0.4090 -0.4189 0.076
H 3.7858 1.8705 -0.0812 0.079
H 3.2369 0.1955 0.3851 0.057
H 3.3239 0.3967 2.9305 0.080
H 4.4481 1.5263 3.6259 0.089
H 3.1749 2.1360 2.5831 0.081
C -4.0414 1.6281 -2.6420 -0.357
O -5.1439 1.7423 -3.1433 0.024
N -2.9201 2.2082 -3.1117 -0.182
C -1.6311 1.8524 -2.5528 -0.054
C -2.9358 3.1918 -4.1634 -0.051
H -3.8378 0.9833 -1.7738 0.109
H -1.7652 1.4094 -1.5663 0.067
H -0.9674 2.7181 -2.5162 0.085
H -1.1341 1.1011 -3.1715 0.073
H -2.2291 2.9683 -4.9672 0.087
H -3.9580 3.2740 -4.5213 0.086
H -2.6022 4.1849 -3.8385 0.087
C 0.4414 4.4358 0.8562 -0.018
C 1.8741 4.8500 0.6453 -0.477
O 2.7597 4.0281 0.5837 0.053
C 2.0661 6.3359 0.4024 -0.020
H 0.0405 4.0105 -0.0657 0.089
H -0.1022 5.3567 1.0681 0.083
H 0.3149 3.6986 1.6400 0.064
H 1.7426 6.8921 1.2842 0.088
H 1.4507 6.6542 -0.4391 0.091
H 3.1066 6.5958 0.2165 0.081
C -4.0413 2.3171 0.9717 -0.009
C -3.4935 3.4595 1.8019 -0.497
O -3.3128 4.5300 1.2550 0.047
C -3.1522 3.1967 3.2580 -0.015
H -4.2940 2.6738 -0.0222 0.073
H -4.8793 1.8416 1.4830 0.092
H -3.2406 1.5820 0.8255 0.062
H -2.5403 2.3126 3.4067 0.053
H -4.1305 3.1114 3.7401 0.090
H -2.7108 4.1204 3.6301 0.081
C 3.5946 -1.7823 -2.8200 -0.021
C 2.1063 -1.5575 -2.7351 -0.468
O 1.3509 -2.2804 -3.3381 0.084
C 1.6522 -0.3338 -1.9369 0.001
H 4.0487 -1.1634 -3.5965 0.097
H 3.8055 -2.8269 -3.0404 0.073
H 4.1039 -1.5011 -1.8948 0.060
H 1.3027 -0.5053 -0.9158 0.068
H 0.8611 0.1319 -2.5178 0.073
H 2.4613 0.3908 -1.8311 0.069
C 0.7441 -1.5067 5.0123 -0.063
C -0.1764 -0.3877 4.9246 -0.282
N -0.9107 0.4919 4.8773 0.150
H 1.2501 -1.4676 5.9775 0.087
H 1.5358 -1.3502 4.2782 0.068
H 0.2219 -2.4449 4.8543 0.083

No. 2
20
Properties=species:S:1:pos:R:3:lowdin_charge:R:1 method="wB97M-V/def2-TZVPD" homo_lumo_gap_ha="0.231 / 0.237" lumo_ev="-0.3 / -0.2" max_force_ev_per_a=4.749 homo_ev="-6.6 / -6.7" relative_energy_kj_mol=527.3 multiplicity=1
C -2.6676 1.7547 -0.6831 -0.030
C -0.1910 -2.3513 -0.1347 -0.056
C -2.2164 0.8258 0.1645 -0.286
C -0.8512 -1.3402 0.4528 -0.254
C 2.6893 -0.3445 -0.7133 -0.174
C -1.2372 -0.1280 -0.2439 -0.242
O 2.3152 0.6676 0.1274 -0.418
Si 1.0135 1.5758 0.4384 0.808
H -3.3360 2.5471 -0.4935 0.030
H -2.3019 1.6974 -1.6641 0.030
H 0.0703 -3.2481 0.5251 0.072
H 0.1356 -2.4494 -1.1455 0.040
H -2.1857 0.8773 1.2504 0.098
H -0.9920 -1.2137 1.5688 0.121
H 1.7901 -0.9771 -0.8880 0.049
H 3.5252 -0.9658 -0.2743 0.110
H 2.7962 0.1153 -1.7468 0.103
H -1.2189 -0.1014 -1.3303 0.096
H 0.7017 2.2253 -0.8367 -0.037
H 1.3118 1.7929 1.7752 -0.060

No. 3
38
Properties=species:S:1:pos:R:3:lowdin_charge:R:1 method="wB97M-V/def2-TZVPD" homo_lumo_gap_ha="0.105 / 0.088" lumo_ev="-10.7 / -11.1" max_force_ev_per_a=3.405 charge=+2 homo_ev="-13.5 / -13.5" relative_energy_kj_mol=571.6 multiplicity=2
Mg 1.8346 1.8523 -2.2680 1.156
Cl 0.3113 1.4243 -0.6103 -0.029
C 2.5676 2.9482 2.5093 -0.333
O 2.5256 3.8764 3.3318 0.011
N 3.4114 1.9213 2.6257 -0.192
C 3.5781 0.9390 1.5931 -0.076
C 4.1725 1.6433 3.8447 -0.022
H 1.9999 2.9705 1.5662 0.099
H 3.4344 -0.0306 2.0700 0.098
H 4.5447 0.9931 1.0921 0.095
H 2.8438 1.1020 0.8043 0.012
H 3.9972 2.4232 4.5858 0.093
H 3.8721 0.7187 4.3375 0.096
H 5.2534 1.6392 3.7041 0.099
C -5.2818 0.0308 -1.4933 -0.179
O -4.9702 -1.1403 -1.2985 0.212
N -4.4030 1.0630 -1.6270 -0.035
C -4.7590 2.2987 -2.3018 0.049
C -2.9912 0.7774 -1.5706 -0.016
H -6.3310 0.3246 -1.6516 0.172
H -5.8338 2.4713 -2.2462 0.120
H -4.5924 2.0181 -3.3418 0.142
H -4.2368 3.1748 -1.9172 0.134
H -2.6707 -0.2509 -1.4036 0.101
H -2.4764 1.1008 -2.4753 0.114
H -2.6425 1.3503 -0.7114 0.103
C 1.9391 -2.5399 -0.3350 -0.369
O 2.9978 -3.0976 -0.6212 0.012
N 0.7312 -3.0543 -0.5822 -0.188
C 0.5769 -4.3310 -1.3423 0.000
C -0.4314 -2.3670 -0.0556 -0.070
H 1.8339 -1.6394 0.2897 0.114
H 1.4343 -4.5991 -1.9597 0.094
H -0.3388 -4.2524 -1.9282 0.079
H 0.3853 -5.1483 -0.6470 0.097
H -0.3026 -1.2940 0.0869 0.030
H -1.1557 -2.4263 -0.8680 0.071
H -0.8279 -2.8902 0.8145 0.103

No. 4
163
Properties=species:S:1:pos:R:3:lowdin_charge:R:1 method="wB97M-V/def2-TZVPD" homo_lumo_gap_ha=0.226 lumo_ev=1.6 max_force_ev_per_a=1.065 charge=-1 homo_ev=-4.6 multiplicity=1
C 6.4136 3.6817 -1.1706 -0.109
C 6.8620 4.5702 -0.0039 -0.269
C 5.8298 5.6580 0.2953 -0.232
C 4.7355 5.1763 1.2613 -0.218
C 3.3885 5.8967 1.0723 -0.210
C 2.2667 4.9431 0.6166 -0.263
C 1.1318 5.6496 -0.1172 -0.303
P 0.1670 4.4727 -1.2831 0.660
C 0.4648 5.4447 -2.9046 -0.268
C 1.6427 4.9465 -3.6964 -0.299
O 2.0553 5.9705 -4.6491 -0.105
C -1.5401 5.3269 -1.0152 -0.655
Cl -1.3629 7.1366 -0.8955 0.602
C -2.6127 5.0942 -2.0596 -0.330
C -3.9961 5.6632 -1.6539 -0.128
O -0.0845 3.4131 0.1110 -0.263
C 0.0549 2.0792 -0.2615 -0.335
C -0.2904 1.1888 0.9255 -0.108
C -0.3412 -0.2970 0.6358 -0.174
C -0.4943 -1.1626 1.8684 -0.224
O -1.7871 -0.9769 2.4390 -0.218
C -2.5182 -2.1831 2.5495 -0.108
C -0.7474 1.9213 -1.5803 -0.488
C -0.1046 0.8375 -2.4896 -0.086
C 1.1209 1.3464 -3.2371 -0.067
C 2.0023 0.2169 -3.6969 -0.583
F 1.3594 -0.9366 -3.9857 0.108
F 2.6959 0.5280 -4.8307 0.091
F 2.9459 -0.1118 -2.7778 0.112
N -2.1428 1.5003 -1.4516 0.056
C -2.9832 2.1026 -0.4157 -0.214
C -3.6693 1.0817 0.4782 -0.204
C -4.4638 1.7861 1.5794 -0.247
C -3.5766 2.2521 2.7401 -0.098
O -0.5852 3.1446 -2.2329 -0.225
H 5.3287 3.6478 -1.2425 0.065
H 6.7678 2.6613 -1.0460 0.063
H 6.8053 4.0497 -2.1142 0.065
H 7.8199 5.0248 -0.2468 0.092
H 6.9809 3.9425 0.8761 0.096
H 5.3267 5.9256 -0.6325 0.103
H 6.2940 6.5574 0.6976 0.103
H 4.6023 4.1106 1.0720 0.098
H 5.0878 5.2732 2.2872 0.101
H 3.4983 6.7103 0.3584 0.095
H 3.1086 6.3349 2.0293 0.100
H 2.7241 4.1811 -0.0144 0.079
H 1.8662 4.4776 1.5124 0.104
H 0.4786 6.0817 0.6389 0.050
H 1.5479 6.4908 -0.6720 0.062
H 1.4427 3.7917 -1.5055 0.032
H -0.4044 5.3993 -3.5566 0.070
H 0.6388 6.4985 -2.7079 0.055
H 2.4923 4.7254 -3.0513 0.095
H 1.3555 4.0705 -4.2753 0.095
H 2.9983 5.8626 -4.8023 0.059
H -1.9212 5.0297 -0.0437 0.060
H -2.3246 5.5569 -2.9979 0.071
H -2.7300 4.0393 -2.2323 0.072
H -4.7605 4.8972 -1.7876 0.053
H -4.2613 6.5330 -2.2436 0.033
H -4.0109 5.9147 -0.5962 0.054
H 1.1094 1.8776 -0.5114 0.136
H -1.2264 1.5390 1.3500 0.087
H 0.4828 1.3488 1.6787 0.127
H -1.1743 -0.5615 -0.0123 0.090
H 0.5752 -0.6143 0.1341 0.120
H 0.2635 -0.9247 2.6182 0.118
H -0.3843 -2.2009 1.5524 0.110
H -2.0691 -2.8246 3.3096 0.056
H -2.5296 -2.7400 1.6151 0.047
H -3.5379 -1.9420 2.8300 0.090
H -0.8604 0.5701 -3.2240 0.118
H 0.1392 -0.0566 -1.9262 0.099
H 1.7406 1.9875 -2.6195 0.109
H 0.8045 1.8683 -4.1319 0.124
H -2.2125 0.4940 -1.4134 0.056
H -3.8038 2.6404 -0.8928 0.102
H -2.4325 2.8349 0.1662 0.103
H -2.9512 0.4134 0.9481 0.075
H -4.3640 0.5065 -0.1333 0.108
H -4.9459 2.6617 1.1419 0.099
H -5.2510 1.1404 1.9631 0.093
H -2.7818 1.5274 2.9062 0.055
H -4.1422 2.3386 3.6636 0.061
H -3.1119 3.2072 2.5157 0.071
N -3.2601 -5.1766 1.3454 0.071
C -4.4430 -5.7603 1.1765 -0.146
C -4.6069 -6.9998 0.5753 -0.075
C -3.4792 -7.6672 0.1239 -0.087
C -2.2400 -7.0710 0.2946 -0.079
C -2.1860 -5.8292 0.9113 -0.162
H -5.3003 -5.2022 1.5372 0.108
H -5.5940 -7.4272 0.4635 0.099
H -3.5646 -8.6357 -0.3523 0.103
H -1.3329 -7.5544 -0.0413 0.102
H -1.2357 -5.3282 1.0681 0.110
N 3.1341 -0.2659 -9.3143 0.049
C 2.2593 -0.7964 -10.1650 -0.172
C 1.0821 -1.4136 -9.7722 -0.086
C 0.7983 -1.4870 -8.4174 -0.080
C 1.6971 -0.9402 -7.5170 -0.059
C 2.8451 -0.3409 -8.0160 -0.144
H 2.5181 -0.7203 -11.2162 0.097
H 0.4069 -1.8246 -10.5107 0.095
H -0.1101 -1.9611 -8.0679 0.104
H 1.5163 -0.9745 -6.4540 0.081
H 3.5684 0.1024 -7.3420 0.100
N -3.2434 8.0015 -4.2411 0.076
C -2.3507 8.9817 -4.1376 -0.136
C -2.3202 10.0750 -4.9940 -0.073
C -3.2613 10.1522 -6.0065 -0.095
C -4.1953 9.1353 -6.1244 -0.086
C -4.1413 8.0873 -5.2177 -0.153
H -1.6287 8.8802 -3.3343 0.083
H -1.5705 10.8441 -4.8666 0.098
H -3.2661 10.9890 -6.6940 0.098
H -4.9483 9.1507 -6.9011 0.094
H -4.8543 7.2706 -5.2734 0.104
N -0.3691 -3.8730 5.0828 0.061
C 0.2576 -4.7574 5.8551 -0.157
C 0.9807 -4.4142 6.9871 -0.077
C 1.0579 -3.0756 7.3371 -0.083
C 0.4118 -2.1426 6.5435 -0.064
C -0.2863 -2.5907 5.4310 -0.144
H 0.1761 -5.7951 5.5471 0.099
H 1.4648 -5.1804 7.5782 0.083
H 1.6137 -2.7655 8.2130 0.103
H 0.4471 -1.0869 6.7747 0.103
H -0.8018 -1.8875 4.7844 0.091
N 1.0091 -7.4243 9.5972 0.052
C 0.6643 -8.4507 8.8235 -0.155
C 1.5024 -9.5200 8.5473 -0.085
C 2.7697 -9.5231 9.1052 -0.087
C 3.1419 -8.4647 9.9191 -0.080
C 2.2279 -7.4436 10.1312 -0.166
H -0.3309 -8.4046 8.3952 0.105
H 1.1744 -10.3193 7.8988 0.096
H 3.4575 -10.3349 8.9057 0.104
H 4.1221 -8.4247 10.3746 0.098
H 2.4837 -6.5934 10.7548 0.101
N 2.3399 -9.2677 5.1978 0.056
C 3.2923 -8.3469 5.3206 -0.153
C 4.4233 -8.3011 4.5193 -0.069
C 4.5744 -9.2664 3.5375 -0.081
C 3.5912 -10.2328 3.3981 -0.077
C 2.4977 -10.1880 4.2498 -0.158
H 3.1363 -7.6089 6.1007 0.101
H 5.1627 -7.5252 4.6618 0.103
H 5.4420 -9.2643 2.8904 0.105
H 3.6666 -11.0049 2.6448 0.099
H 1.7051 -10.9243 4.1696 0.101
N -2.8247 -1.8291 -2.0964 0.076
C -2.6647 -3.0300 -1.5472 -0.135
C -3.3156 -4.1703 -1.9940 -0.066
C -4.1797 -4.0520 -3.0711 -0.080
C -4.3557 -2.8059 -3.6519 -0.074
C -3.6565 -1.7277 -3.1283 -0.141
H -1.9837 -3.0766 -0.7032 0.092
H -3.1493 -5.1221 -1.5058 0.077
H -4.7089 -4.9172 -3.4508 0.101
H -5.0217 -2.6676 -4.4928 0.098
H -3.7628 -0.7332 -3.5496 0.109

No. 5
39
Properties=species:S:1:pos:R:3:lowdin_charge:R:1 method="wB97M-V/def2-TZVPD" homo_lumo_gap_ha=0.349 lumo_ev=0.5 max_force_ev_per_a=4.478 homo_ev=-9.0 multiplicity=1
C 2.0399 -1.6383 -2.9359 -0.014
C 1.0592 -0.6647 -2.3815 -0.331
C -0.1798 -0.2773 -3.0148 0.017
C -0.8377 0.3866 -2.0962 -0.240
C -2.2398 0.9727 -2.4447 0.012
N -0.0941 0.4355 -0.9586 0.032
C -0.4506 0.9036 0.3633 -0.211
N -1.5701 1.4610 0.7089 0.091
N -1.3514 1.9213 2.0075 0.048
C -0.1332 1.6794 2.4240 -0.330
C 0.4694 2.1661 3.7367 -0.006
N 0.5049 0.9536 1.4323 0.016
N 1.8446 0.5026 1.3230 -0.054
S 2.3507 -0.9553 2.1123 0.684
O 3.7567 -1.1612 1.9526 -0.265
O 1.8887 -0.9119 3.4667 -0.284
C 1.3727 -2.1857 1.1363 -0.269
C 0.1516 -2.5653 1.6150 -0.065
C -0.3149 -3.8045 1.2350 0.005
C 0.3734 -4.6210 0.3788 -0.286
F -0.0634 -5.8385 0.0056 0.080
C 1.5916 -4.2581 -0.0604 -0.010
C 2.1261 -3.0330 0.2914 -0.046
N 1.0953 -0.1839 -1.2168 0.100
H 1.5990 -2.6061 -3.0170 0.074
H 2.3541 -1.3110 -3.9487 0.093
H 2.9053 -1.5124 -2.3118 0.069
H -0.4337 -0.4465 -3.9662 0.080
H -2.9519 0.5329 -1.7872 0.066
H -2.4029 0.7480 -3.4653 0.060
H -2.2536 2.0355 -2.3234 0.071
H 0.6494 1.2774 4.3325 0.058
H -0.2165 2.8307 4.3448 0.099
H 1.3657 2.7874 3.5064 0.091
H 2.1383 0.3392 0.3885 0.053
H -0.2549 -1.8176 2.3352 0.134
H -1.3746 -3.9200 1.4215 0.127
H 2.1324 -5.0049 -0.6739 0.143
H 3.1392 -2.7169 0.0929 0.109

No. 6
35
Properties=species:S:1:pos:R:3:lowdin_charge:R:1 method="wB97M-V/def2-TZVPD" homo_lumo_gap_ha="0.282 / 0.221" lumo_ev="-13.4 / -15.9" max_force_ev_per_a=7.494 charge=+3 homo_ev="-21.1 / -21.9" relative_energy_kj_mol=0.0 multiplicity=5
C -1.2566 1.7212 -0.6143 -0.128
I 0.7937 0.1188 -3.7389 0.962
H -1.3970 1.7471 0.4776 0.049
H -2.2522 1.5706 -1.0649 0.057
H -0.8211 2.6549 -0.9757 0.057
Ru -0.0023 0.1683 -1.2456 0.553
P -1.4817 -0.9902 0.3048 0.751
C -2.0917 -1.8874 -1.3014 -0.093
C -0.9752 -2.4924 1.2047 -0.131
H -1.7141 -3.2992 1.1290 0.100
H -3.8805 -1.3694 0.6932 0.089
H -0.8704 -2.1853 2.2559 0.090
H -3.1254 -0.2222 1.8608 0.090
H -1.3850 -2.6765 -1.5892 0.075
H 0.0004 -2.8319 0.8315 0.055
C -3.1788 -0.5444 0.8179 -0.135
H -3.0661 -2.3366 -1.0847 0.103
H -3.5264 0.2977 0.2098 0.068
H -2.1920 -1.1863 -2.1383 0.052
P 1.7150 1.0463 -0.0379 0.785
C 3.2205 1.2785 -1.0205 -0.211
C 1.3683 2.6688 0.6784 -0.180
H 1.7462 0.1494 2.2411 0.068
H 3.3881 0.4075 1.6269 0.096
H 2.4620 -0.9966 1.0971 0.060
C 2.3824 0.0658 1.3565 -0.175
H 0.8658 2.5574 1.6444 0.087
H 2.2959 3.2372 0.8030 0.099
H 3.9885 1.8003 -0.4451 0.096
H 2.9814 1.8497 -1.9187 0.045
H 0.7124 3.2253 0.0102 0.041
H 3.6139 0.3137 -1.3414 0.071
C 0.9378 -1.4434 -1.1634 -0.438
O 1.5682 -2.4330 -1.1323 0.193
F -0.8242 0.0164 1.5695 -0.302

No. 7
21
Properties=species:S:1:pos:R:3:lowdin_charge:R:1 method="wB97M-V/def2-TZVPD" homo_lumo_gap_ha=0.284 lumo_ev=0.4 max_force_ev_per_a=3.657 homo_ev=-7.4 relative_energy_kj_mol=547.7 multiplicity=1
C -3.0182 -1.4737 0.5546 -0.114
C -2.0501 -1.8039 -0.4239 -0.092
C -3.2580 -0.1757 0.8473 -0.100
C -1.1449 -0.8640 -0.8705 -0.046
C -2.5345 0.8900 0.0553 -0.074
C -1.0585 0.4432 -0.2374 -0.058
C -3.6904 1.4515 -0.3044 -0.163
C 2.1613 1.8542 0.3420 -0.135
C 2.4007 0.6631 -0.6133 -0.138
C 0.2707 0.7765 -0.1356 -0.309
O -4.8123 1.7793 -0.4519 0.157
O 0.7677 2.0035 0.1673 0.003
O 1.2535 -0.1015 -0.4119 -0.020
H -3.3659 -2.2024 1.4103 0.144
H -1.9272 -2.8004 -0.8167 0.093
H -4.0077 0.1274 1.5733 0.115
H -0.3544 -0.8861 -1.5833 0.105
H 2.2143 1.6676 1.5112 0.175
H 2.6994 2.7070 -0.1236 0.134
H 2.3153 1.0919 -1.6392 0.145
H 3.2646 -0.0775 -0.3074 0.178

No. 8
16
Properties=species:S:1:pos:R:3:lowdin_charge:R:1 method="wB97M-V/def2-TZVPD" homo_lumo_gap_ha=0.377 lumo_ev=0.9 max_force_ev_per_a=1.539 homo_ev=-9.3 relative_energy_kj_mol=279.2 multiplicity=1
C 2.7754 0.1591 -0.1252 -0.078
C 1.4159 0.4306 -0.4762 -0.087
C 0.2424 0.6927 -0.6338 -0.032
C -0.6923 -0.0887 0.2600 -0.495
C -1.2743 -1.1563 -0.6348 -0.092
C -1.6575 0.9286 0.8019 -0.101
H 2.8596 -0.8259 0.3425 0.095
H 3.3674 0.1517 -1.0386 0.086
H 3.0629 0.9435 0.5675 0.083
H -0.2104 -0.6105 1.1262 0.140
H -1.6085 -0.6584 -1.5459 0.081
H -2.1086 -1.6334 -0.1247 0.075
H -0.5182 -1.9038 -0.9219 0.086
H -2.0750 1.4416 -0.0646 0.081
H -2.4376 0.4760 1.4090 0.074
H -1.1094 1.6682 1.3980 0.084